(1)
Density functional theory data (ωB97M-V/def2-TZVPD) for one molecule with the formula C4H5N3 in a non-equilibrium geometry.

The geometry in ORCA input format:
```
! wB97M-V def2-TZVPD RIJCOSX def2/J DEFGRID3
* xyz 0 1
H 1.75769 0.60414 1.10532
N 2.41344 -0.00932 0.61794
C 1.78615 -0.67552 -0.19612
N 0.38283 -0.57310 -0.43765
C -0.43927 0.36904 -0.12846
C -0.31325 1.67509 -0.26336
C -1.71598 -0.13287 0.24304
N -2.69242 -0.79474 0.24010
H 2.36105 -1.33661 -0.99745
H -0.13382 -1.53091 -0.56770
H 0.55692 2.23463 -0.64707
H -1.17467 2.25440 0.23355
*
```

Properties
Energy relative to the best compared isomer or geometry (same formula, charge and spin) = 290.5 kJ/mol
DFT total energy = -319.6016 Eh
Gap between HOMO and LUMO = 9.52 eV
Structure (SMILES) = [H]/N=C\NC(=C)C#N
Highest occupied orbital energy = -0.3421 Ha

Atom charges from the natural (NBO) analysis, given in e for atoms 1 to 5: number 1, H, carries 0.339; number 2, N, carries -0.617; number 3, C, carries 0.284; number 4, N, carries -0.626; number 5, C, carries 0.025

=====

(2)
Density functional theory data (ωB97M-V/def2-TZVPD) for one molecule with the formula C4H8N2O in a non-equilibrium geometry.

The geometry in ORCA input format:
```
! wB97M-V def2-TZVPD RIJCOSX def2/J DEFGRID3
* xyz 0 1
H -2.00086 1.79849 -1.15932
N -2.04445 0.78968 -1.31104
C -1.07356 0.13624 -0.87174
C 0.13711 0.66140 -0.13525
C 1.41326 0.04340 -0.71631
C 0.00182 0.32324 1.32802
N -0.14700 -0.79688 1.88466
O -0.21309 -1.92796 1.07604
H -1.09897 -0.94028 -1.00954
H 0.17697 1.75262 -0.23790
H 2.29172 0.47789 -0.25168
H 1.42209 -1.02511 -0.54308
H 1.45865 0.22168 -1.78494
H 0.03340 1.14139 2.03457
H -0.35703 -2.65584 1.69756
*
```

Properties
Energy relative to the best compared isomer or geometry (same formula, charge and spin) = 318.5 kJ/mol
DFT total energy = -341.8823 Eh
Gap between HOMO and LUMO = 10.39 eV
Structure (SMILES) = [H]/N=C\[C@H](C)/C=N\O
Highest occupied orbital energy = -0.3515 Ha

Atom charges from the natural (NBO) analysis, given in e for atoms 1 to 5: number 1, H, carries 0.325; number 2, N, carries -0.602; number 3, C, carries 0.158; number 4, C, carries -0.365; number 5, C, carries -0.596

=====

What is the DFT total energy in the first record?
-319.6016 Eh